[1]
The following is a DFT calculation (the ωB97M-V functional and the def2-TZVPD basis) of a structure of composition C5H10ClNO6RuS.

HOMO-LUMO gap (spin up / spin down) = 7.494 / 6.238 eV
2S+1 = 2
<S²> = 0.7715
Total charge = +1
Lowest unoccupied orbital energy (spin up / spin down) = -5.38 / -6.44 eV
HOMO energy (spin up / spin down) = -12.8753 / -12.6759 eV
ΔE to the lowest compared entry with this formula, charge and spin = 26.8 kcal/mol

The geometry in XYZ format:
```
25
Properties=species:S:1:pos:R:3:forces:R:3
Ru -0.535 0.299 0.181 -0.214 0.309 0.027
C -2.260 -1.986 -0.754 0.077 0.123 0.035
O -0.907 -1.614 -0.368 0.035 -0.172 0.218
C -0.236 -2.571 0.508 -0.092 0.064 -0.198
C -0.216 -1.973 1.888 0.009 0.041 0.048
O 0.327 -0.632 1.783 -0.003 -0.180 -0.156
C 1.776 -0.551 1.894 -0.068 0.061 -0.029
H -2.200 -2.946 -1.262 -0.040 -0.003 -0.002
H -2.604 -1.218 -1.439 -0.017 -0.015 0.000
H -2.895 -2.029 0.129 -0.028 -0.028 -0.027
H 0.759 -2.713 0.088 0.014 -0.003 0.037
H -0.782 -3.512 0.472 0.037 -0.035 0.055
H 0.391 -2.542 2.589 -0.004 -0.056 -0.028
H -1.222 -1.847 2.285 0.010 -0.008 0.015
H 2.056 -1.048 2.820 0.029 0.004 -0.007
H 2.020 0.505 1.940 0.018 -0.019 -0.007
H 2.252 -1.016 1.031 0.021 -0.002 0.014
O 1.158 2.815 -2.338 0.032 0.042 -0.054
Cl 0.635 1.985 -1.351 0.104 -0.095 0.271
O -0.646 2.448 -0.783 -0.054 -0.144 0.064
O 1.506 1.731 -0.211 0.087 0.303 -0.183
O 0.304 0.608 -1.845 0.006 -0.177 0.101
S -4.478 1.441 2.130 0.010 0.013 0.057
C -3.086 0.896 1.675 0.099 -0.030 -0.091
N -2.035 0.422 1.340 -0.066 0.005 -0.160
```
Forces are in eV/Å.

[2]
The following is a DFT calculation (the ωB97M-V functional and the def2-TZVPD basis) of the ion C5H10F2N3O2 with charge +1 in a non-equilibrium geometry.

HOMO-LUMO gap = 10.979 eV
2S+1 = 1
Total charge = +1
SMILES = NC(=O)[C@]1([NH3+])NCC(F)(F)CO1
Lowest unoccupied orbital energy = -3.41 eV
HOMO energy = -14.3919 eV
ΔE to the lowest compared entry with this formula, charge and spin = 0.0 kcal/mol

The geometry in XYZ format:
```
22
Properties=species:S:1:pos:R:3:forces:R:3
N -1.754 2.118 0.030 0.617 0.063 0.277
C -1.991 0.811 -0.026 0.790 -0.164 1.022
O -3.071 0.290 0.006 -1.063 -0.649 -0.258
C -0.697 -0.086 -0.039 -0.618 0.253 -1.387
N -1.308 -1.542 -0.370 -3.980 -0.937 2.066
N 0.045 -0.081 1.107 -0.725 1.034 2.139
C 1.424 -0.515 1.175 -1.866 -1.601 -3.519
C 2.148 0.181 0.014 -0.124 0.094 -0.653
F 3.409 -0.312 -0.008 -0.217 -0.101 -0.594
F 2.278 1.547 0.036 -0.289 -0.201 1.394
C 1.378 -0.051 -1.305 1.366 -1.524 -0.166
O -0.060 0.283 -1.218 2.164 -0.591 0.026
H -0.797 2.427 0.196 -0.639 0.244 -0.277
H -2.559 2.705 0.217 0.355 0.138 -0.108
H -2.389 -1.632 0.009 2.849 1.293 -0.408
H -0.913 -2.375 0.069 0.710 0.240 -0.343
H -1.575 -1.693 -1.329 0.872 0.013 -0.974
H -0.228 0.466 1.940 -0.402 -0.472 -1.235
H 1.343 -1.659 0.999 1.222 1.754 0.255
H 1.774 -0.287 2.107 1.243 0.405 2.295
H 1.905 0.546 -2.092 -1.094 -0.291 0.614
H 1.639 -1.141 -1.518 -1.170 1.000 -0.164
```
Forces are in eV/Å.

[3]
The following is a DFT calculation (the ωB97M-V functional and the def2-TZVPD basis) of an isolated molecule of C5H10F3O5PS in a non-equilibrium geometry.

HOMO-LUMO gap = 10.051 eV
2S+1 = 1
SMILES = COP(=O)(OC)[C@@H](C(F)(F)F)S(C)(=O)=O
Lowest unoccupied orbital energy = -0.49 eV
HOMO energy = -10.5388 eV
ΔE to the lowest compared entry with this formula, charge and spin = 13.5 kcal/mol

The geometry in XYZ format:
```
25
Properties=species:S:1:pos:R:3:forces:R:3
C -0.700 1.871 3.039 -1.200 -1.367 -1.296
O -0.265 1.930 1.655 -0.924 -2.438 -2.652
P -0.845 0.813 0.481 1.698 2.914 2.355
O -2.067 0.169 0.867 -1.450 -0.571 0.248
O -0.873 1.643 -0.839 -0.911 -0.094 0.352
C 0.102 2.479 -1.386 3.696 0.002 1.686
C 0.445 -0.392 0.197 -0.260 -3.596 -0.425
C 0.225 -1.699 1.071 -0.956 1.197 -1.429
F 0.017 -1.351 2.314 -0.555 0.252 1.482
F -0.818 -2.445 0.626 0.760 0.227 0.471
F 1.306 -2.478 1.101 0.534 -0.383 -0.556
S -0.178 -1.128 -1.788 2.328 1.486 -1.179
C 0.880 -2.633 -2.058 0.900 0.650 -3.678
O -1.571 -1.420 -1.886 0.200 -0.274 0.780
O 0.339 -0.094 -2.692 -0.268 -1.477 1.056
H -1.810 1.593 3.176 1.866 0.488 -0.305
H -0.440 2.845 3.273 -0.284 2.051 1.318
H -0.021 1.243 3.586 -0.050 -0.701 0.294
H 0.546 3.204 -0.618 -1.212 -0.613 -1.081
H -0.245 2.902 -2.275 -0.947 1.009 -0.976
H 1.002 1.901 -1.719 -0.794 0.092 0.349
H 1.508 -0.197 0.449 -0.511 0.516 -1.201
H 1.043 -3.180 -1.186 -0.040 -0.842 1.478
H 0.528 -3.347 -2.943 0.059 1.843 2.050
H 1.892 -2.227 -2.446 -1.676 -0.371 0.861
```
Forces are in eV/Å.

- Which formula does entry 2 have?
  C5H10F2N3O2